106
Properties=species:S:1:pos:R:3 method="wB97M-V/def2-TZVPD" e_homo_ev=-3.24 de_lowest_kj_mol=263.9 lumo_ev=2.035 total_charge=-1
Pd -0.361 0.055 0.310
N -0.559 3.540 -2.555
C 0.806 3.523 -2.771
C 1.660 4.373 -3.468
C 3.002 4.049 -3.449
C 3.477 2.921 -2.761
C 2.620 2.083 -2.078
C 1.265 2.395 -2.085
N 0.200 1.741 -1.480
C -0.841 2.462 -1.765
C -2.169 2.178 -1.228
C -3.339 2.819 -1.477
S -4.584 2.120 -0.541
C -3.464 1.012 0.121
N -2.256 1.150 -0.322
H -1.200 4.263 -2.823
H 1.296 5.247 -3.993
H 3.706 4.685 -3.972
H 4.538 2.702 -2.766
H 2.979 1.214 -1.552
H -3.531 3.645 -2.143
H -3.745 0.261 0.848
C 1.297 -0.997 0.728
Ge 2.492 -1.634 -0.613
C 2.706 -3.595 -0.488
C 1.630 -4.382 -0.902
C 1.637 -5.759 -0.727
C 2.727 -6.377 -0.126
C 3.801 -5.610 0.301
C 3.786 -4.230 0.123
C 4.325 -0.895 -0.481
C 4.585 0.287 0.210
C 5.859 0.842 0.243
C 6.908 0.213 -0.412
C 6.674 -0.969 -1.103
C 5.395 -1.511 -1.138
C 1.932 -1.238 -2.453
C 2.843 -0.983 -3.480
C 2.411 -0.692 -4.767
C 1.051 -0.654 -5.053
C 0.134 -0.913 -4.045
C 0.578 -1.199 -2.761
H 0.757 -3.917 -1.353
H 0.786 -6.345 -1.052
H 2.734 -7.452 0.015
H 4.651 -6.084 0.779
H 4.628 -3.644 0.476
H 3.767 0.788 0.716
H 6.028 1.771 0.776
H 7.903 0.640 -0.386
H 7.488 -1.470 -1.615
H 5.229 -2.435 -1.684
H 3.908 -0.986 -3.275
H 3.135 -0.484 -5.546
H 0.712 -0.419 -6.056
H -0.931 -0.888 -4.254
H -0.138 -1.377 -1.973
C -3.821 -0.923 4.517
C -2.754 -0.102 4.155
C -2.055 -0.301 2.980
C -2.390 -1.344 2.082
C -3.503 -2.143 2.447
C -4.184 -1.934 3.636
N -1.713 -1.471 0.902
C -1.918 -2.597 0.103
C -1.805 -3.915 0.577
C -1.953 -5.003 -0.267
C -2.224 -4.827 -1.619
C -2.355 -3.532 -2.104
C -2.211 -2.444 -1.258
H -4.367 -0.759 5.438
H -2.466 0.725 4.796
H -1.242 0.362 2.713
H -3.831 -2.934 1.784
H -5.028 -2.576 3.871
H -1.581 -4.083 1.622
H -1.841 -6.003 0.138
H -2.326 -5.679 -2.279
H -2.572 -3.367 -3.153
H -2.320 -1.434 -1.639
C 1.016 0.894 4.725
N 1.674 -0.034 3.801
C 2.636 0.590 2.901
C 1.182 -1.245 3.547
S 1.288 -2.092 2.041
N 0.603 -1.899 4.593
C 1.167 -1.793 5.926
C -0.298 -3.026 4.443
H 0.641 1.749 4.163
H 1.730 1.247 5.473
H 0.182 0.405 5.218
H 3.133 1.386 3.458
H 2.136 0.994 2.024
H 3.370 -0.151 2.588
H 2.008 -1.105 5.932
H 1.517 -2.780 6.243
H 0.420 -1.446 6.646
H -0.747 -2.998 3.462
H -1.089 -2.938 5.193
H 0.227 -3.977 4.576
B -0.187 4.364 3.127
C -0.029 3.060 2.227
N 0.126 2.102 1.597
H -0.693 5.246 2.457
H -0.897 4.076 4.077
H 0.927 4.682 3.502

***

118
Properties=species:S:1:pos:R:3 method="wB97M-V/def2-TZVPD" e_homo_ev=-8.27 de_lowest_kj_mol=205.5 lumo_ev=-1.678 total_charge=0
Y 0.116 2.708 -0.215
C 0.431 0.519 3.678
C -0.794 0.756 4.285
C -1.886 1.040 3.489
C -1.707 1.162 2.118
N -0.515 1.015 1.531
C 0.515 0.638 2.307
N -2.904 1.329 1.367
C -2.945 1.666 -0.025
N -1.831 1.776 -0.897
C -2.233 1.443 -2.151
N -1.618 1.499 -3.290
C -0.380 2.043 -3.518
C -0.022 2.184 -4.873
C 1.162 2.781 -5.219
C 2.018 3.231 -4.213
C 1.631 3.033 -2.915
N 0.477 2.439 -2.555
C -3.648 0.992 -2.112
C -4.483 0.529 -3.110
C -5.792 0.222 -2.758
C -6.243 0.387 -1.449
C -5.396 0.861 -0.453
C -4.098 1.153 -0.818
H 1.306 0.250 4.251
H -0.901 0.687 5.359
H -2.879 1.168 3.894
H 1.443 0.433 1.789
H -0.727 1.832 -5.611
H 1.424 2.910 -6.261
H 2.952 3.726 -4.437
H 2.278 3.352 -2.102
H -4.120 0.418 -4.124
H -6.477 -0.146 -3.511
H -7.270 0.145 -1.208
H -5.736 0.997 0.565
O 5.884 1.392 1.925
C 5.683 0.543 0.933
O 6.491 -0.296 0.631
C 4.384 0.649 0.197
C 3.994 -0.178 -0.845
Cl 4.817 -1.459 -1.583
N 2.744 0.174 -1.221
N 2.306 1.206 -0.487
C 3.273 1.503 0.370
C 2.968 2.654 1.301
O 3.750 2.960 2.192
O 1.848 3.203 1.035
C 1.863 -0.442 -2.165
C 2.277 -0.676 -3.466
C 1.391 -1.264 -4.356
C 0.107 -1.598 -3.948
C -0.297 -1.339 -2.646
C 0.580 -0.761 -1.744
H 5.119 2.016 2.076
H 3.272 -0.394 -3.779
H 1.703 -1.451 -5.374
H -0.584 -2.047 -4.648
H -1.305 -1.575 -2.331
H 0.265 -0.565 -0.727
O -3.261 9.783 0.901
N -2.971 8.795 1.546
O -3.254 8.618 2.714
C -2.226 7.737 0.864
C -1.900 7.900 -0.484
C -1.197 6.931 -1.146
C -0.804 5.712 -0.507
O -0.192 4.762 -1.083
C -1.188 5.608 0.872
C -1.874 6.605 1.552
N -0.836 4.388 1.452
O -3.136 2.721 0.902
O -1.001 4.238 2.641
N -0.866 7.180 -2.552
O -1.589 7.947 -3.162
O 0.113 6.633 -3.012
H -2.201 8.795 -1.009
H -2.138 6.476 2.593
C -0.296 -4.961 -1.460
C 0.843 -5.003 -0.439
C 2.123 -4.545 -1.147
C 1.005 -6.439 0.047
Sb 0.454 -3.427 1.070
C 2.254 -3.519 2.361
C 3.217 -2.509 1.736
C 2.942 -4.875 2.475
C 1.893 -3.033 3.763
C -1.187 -4.186 2.343
C -1.523 -3.081 3.346
C -2.399 -4.354 1.426
C -0.908 -5.489 3.085
H -0.018 -5.566 -2.331
H -0.494 -3.947 -1.812
H -1.221 -5.376 -1.062
H 2.319 -5.199 -2.005
H 2.996 -4.592 -0.495
H 2.034 -3.522 -1.527
H 1.209 -7.082 -0.818
H 0.098 -6.814 0.519
H 1.828 -6.561 0.746
H 3.479 -2.774 0.710
H 4.148 -2.460 2.313
H 2.783 -1.505 1.723
H 3.347 -5.210 1.521
H 2.273 -5.647 2.857
H 3.785 -4.790 3.172
H 1.317 -2.105 3.737
H 2.814 -2.838 4.325
H 1.321 -3.778 4.316
H -1.617 -2.106 2.858
H -0.781 -2.994 4.138
H -2.487 -3.304 3.818
H -2.625 -3.431 0.884
H -3.280 -4.609 2.027
H -2.261 -5.152 0.699
H 0.011 -5.438 3.673
H -0.827 -6.334 2.403
H -1.731 -5.705 3.776